DFT (wB97M-V/def2-TZVPD) results for a single C20H33N3O3S molecule at a distorted geometry.

Its net charge is 0. As for the frontier orbital gap: 0.351 hartree.

Bonds (Å) are listed after each position.
Geometry (Å):
1 C 0.104 3.219 3.471  C2 1.525, H28 1.087, H29 1.087, H30 1.087
2 C 0.054 3.238 1.947  C1 1.525, C3 1.517, H31 1.092, H32 1.091
3 C 0.946 2.178 1.331  C2 1.517, S4 1.813, H33 1.086, H34 1.085
4 S 0.754 2.241 -0.470  C3 1.813, O5 1.440, O6 1.434, N7 1.677
5 O -0.628 1.978 -0.779  S4 1.440
6 O 1.321 3.468 -0.947  S4 1.434
7 N 1.730 0.957 -0.930  S4 1.677, C8 1.450, C27 1.446
8 C 2.762 1.231 -1.911  N7 1.450, C9 1.529, H35 1.090, H36 1.095
9 C 2.222 1.218 -3.341  C8 1.529, C10 1.527, H37 1.092, H38 1.091
10 C 1.480 -0.087 -3.620  C9 1.527, C11 1.527, H39 1.091, H40 1.092
11 C 0.374 -0.265 -2.583  C10 1.527, C12 1.525, C27 1.535, H41 1.094
12 C -0.421 -1.552 -2.774  C11 1.525, O13 1.214, N14 1.348
13 O -0.034 -2.500 -3.426  C12 1.214
14 N -1.608 -1.513 -2.137  C12 1.348, C15 1.441, H42 1.008
15 C -2.542 -2.611 -2.115  N14 1.441, C16 1.530, H43 1.097, H44 1.093
16 C -2.815 -3.115 -0.696  C15 1.530, C17 1.535, H45 1.091, H46 1.090
17 C -3.337 -2.004 0.226  C16 1.535, N18 1.458, H47 1.093, H48 1.103
18 N -2.242 -1.309 0.893  C17 1.458, C19 1.450, C20 1.460
19 C -2.560 0.074 1.188  N18 1.450, H49 1.088, H50 1.089, H51 1.102
20 C -1.830 -2.014 2.104  N18 1.460, C21 1.504, H52 1.093, H53 1.105
21 C -0.467 -1.563 2.553  C20 1.504, C22 1.390, C26 1.388
22 C 0.649 -1.885 1.789  C21 1.390, C23 1.383, H54 1.080
23 C 1.908 -1.460 2.170  C22 1.383, C24 1.385, H55 1.080
24 C 2.070 -0.718 3.328  C23 1.385, C25 1.384, H56 1.080
25 C 0.967 -0.403 4.102  C24 1.384, C26 1.385, H57 1.080
26 C -0.296 -0.819 3.712  C21 1.388, C25 1.385, H58 1.081
27 C 1.001 -0.266 -1.182  N7 1.446, C11 1.535, H59 1.090, H60 1.094
28 H -0.544 3.990 3.880  C1 1.087
29 H -0.224 2.254 3.849  C1 1.087
30 H 1.117 3.399 3.821  C1 1.087
31 H -0.968 3.066 1.603  C2 1.092
32 H 0.368 4.214 1.572  C2 1.091
33 H 0.673 1.174 1.640  C3 1.086
34 H 1.999 2.355 1.528  C3 1.085
35 H 3.174 2.210 -1.667  C8 1.090
36 H 3.540 0.470 -1.788  C8 1.095
37 H 1.538 2.061 -3.456  C9 1.092
38 H 3.049 1.346 -4.041  C9 1.091
39 H 1.049 -0.074 -4.622  C10 1.091
40 H 2.164 -0.937 -3.565  C10 1.092
41 H -0.313 0.586 -2.634  C11 1.094
42 H -1.815 -0.724 -1.545  N14 1.008
43 H -3.485 -2.291 -2.575  C15 1.097
44 H -2.107 -3.406 -2.726  C15 1.093
45 H -3.548 -3.920 -0.756  C16 1.091
46 H -1.893 -3.524 -0.282  C16 1.090
47 H -3.897 -1.280 -0.370  C17 1.093
48 H -4.038 -2.429 0.963  C17 1.103
49 H -1.736 0.514 1.747  C19 1.088
50 H -2.668 0.638 0.263  C19 1.089
51 H -3.480 0.180 1.785  C19 1.102
52 H -1.788 -3.082 1.875  C20 1.093
53 H -2.563 -1.870 2.917  C20 1.105
54 H 0.521 -2.477 0.896  C22 1.080
55 H 2.768 -1.715 1.568  C23 1.080
56 H 3.054 -0.391 3.631  C24 1.080
57 H 1.089 0.166 5.012  C25 1.080
58 H -1.155 -0.570 4.320  C26 1.081
59 H 0.233 -0.351 -0.413  C27 1.090
60 H 1.700 -1.103 -1.088  C27 1.094

***

DFT (wB97M-V/def2-TZVPD) results for 2 unconnected molecules or ions with the total composition C5H11NOS at a distorted geometry.

Its net charge is 0. As for the frontier orbital gap: 0.370 hartree.

Bonds (Å) are listed after each position.
Geometry (Å):
1 C 2.409 -0.385 -0.519  C2 1.542, C3 1.519, H9 1.087, H10 1.061
2 C 1.305 -1.370 -0.087  C1 1.542, C4 1.514, H11 1.159, H12 1.137
3 C 2.329 0.756 0.481  C1 1.519, N6 1.467, H13 1.129, H14 1.039
4 C 0.547 -0.512 0.902  C2 1.514, N6 1.275, H16 1.067
5 C -3.080 0.979 -0.923  S8 1.860, H17 1.083, H18 1.081, H19 1.057
6 N 1.073 0.605 1.224  C3 1.467, C4 1.275
7 O -2.574 -1.172 0.570  S8 1.487
8 S -3.361 0.084 0.684  C5 1.860, O7 1.487, H15 1.308
9 H 3.423 -0.750 -0.661  C1 1.087
10 H 2.031 0.151 -1.353  C1 1.061
11 H 0.554 -1.662 -0.921  C2 1.159
12 H 1.772 -2.285 0.401  C2 1.137
13 H 3.135 0.720 1.270  C3 1.129
14 H 2.451 1.663 -0.010  C3 1.039
15 H -2.530 0.766 1.429  S8 1.308
16 H -0.349 -0.914 1.318  C4 1.067
17 H -4.073 1.288 -1.223  C5 1.083
18 H -2.720 0.302 -1.685  C5 1.081
19 H -2.343 1.736 -0.895  C5 1.057

***

How do the records compare in ΔE to the lowest compared entry with this formula, charge and spin? In the order shown, they have 7.1, 78.6 kcal per mole.